#i
This record from the OMol25 dataset describes a 2-piece molecular cluster, H6N2Si overall. The level of theory is ωB97M-V with the def2-TZVPD basis set.

The geometry in XYZ format:
```
9
Properties=species:S:1:pos:R:3
Si -0.961 0.735 0.549
N 1.248 -1.385 -0.361
N 0.314 0.599 -0.669
H -1.815 1.760 -0.233
H -1.388 -0.689 0.973
H -0.690 1.429 1.781
H 0.485 -2.043 -0.209
H 1.618 -1.541 -1.323
H 1.189 1.136 -0.508
```

Computed properties:
highest occupied orbital energy (alpha / beta) = -9.75 / -9.80 eV

natural (NBO) population analysis, charges in e, atoms 1 to 6:
1 Si 1.034
2 N -0.641
3 N -0.887
4 H -0.158
5 H -0.162
6 H -0.206

---

#ii
This record from the OMol25 dataset describes a single H6N2Si molecule. The level of theory is ωB97M-V with the def2-TZVPD basis set.

The geometry in XYZ format:
```
9
Properties=species:S:1:pos:R:3
Si 1.091 -0.053 0.060
N -0.442 0.749 0.130
N -1.693 -0.242 0.047
H -1.252 -0.943 -0.557
H -0.691 1.109 1.037
H 2.071 0.921 -0.230
H -2.445 0.050 -0.526
H 1.299 -0.664 1.396
H 0.997 -1.183 -1.062
```

Computed properties:
highest occupied orbital energy = -9.06 eV

natural (NBO) population analysis, charges in e, atoms 1 to 6:
1 Si 1.076
2 N -0.913
3 N -0.668
4 H 0.333
5 H 0.382
6 H -0.182

---

#iii
This record from the OMol25 dataset describes a 2-piece molecular cluster, H6N2Si overall. The level of theory is ωB97M-V with the def2-TZVPD basis set.

The geometry in XYZ format:
```
9
Properties=species:S:1:pos:R:3
Si -0.531 0.876 0.407
N -1.165 -0.527 -0.365
N 2.123 -0.151 -0.047
H 2.151 -0.853 0.639
H -0.285 2.205 -0.130
H -0.963 -1.466 -0.197
H -1.097 0.952 1.695
H -1.817 -0.470 -1.213
H 1.584 -0.566 -0.788
```

Computed properties:
highest occupied orbital energy (alpha / beta) = -8.45 / -7.67 eV

natural (NBO) population analysis, charges in e, atoms 1 to 6:
1 Si 1.310
2 N -1.330
3 N -1.030
4 H 0.307
5 H -0.167
6 H 0.413

---

Result of the stability comparison: #ii is the most stable of them.

---

#i
This record from the OMol25 dataset describes a 2-piece molecular cluster, CH3O3P overall. The level of theory is ωB97M-V with the def2-TZVPD basis set.

The geometry in XYZ format:
```
8
Properties=species:S:1:pos:R:3
P -2.009 0.178 0.928
O 1.313 0.649 0.782
O -1.726 -1.186 0.050
O -1.866 1.242 -0.071
C 1.878 0.460 -0.275
H 2.502 -0.492 -0.554
H -2.046 -2.055 0.359
H 1.955 1.204 -1.219
```

Computed properties:
highest occupied orbital energy = -10.20 eV

natural (NBO) population analysis, charges in e, atoms 1 to 6:
1 P 1.515
2 O -0.509
3 O -1.021
4 O -1.000
5 C 0.295
6 H 0.103

---

#ii
This record from the OMol25 dataset describes a 2-piece molecular cluster, CH3O3P overall. The level of theory is ωB97M-V with the def2-TZVPD basis set.

The geometry in XYZ format:
```
8
Properties=species:S:1:pos:R:3
P -1.409 0.932 -0.738
O 0.783 0.441 -0.040
O -2.853 0.483 -0.621
O -1.060 2.089 -1.531
C 1.075 -0.734 0.583
H 0.182 -1.253 0.955
H 1.601 -1.429 -0.085
H 1.682 -0.529 1.477
```

Computed properties:
highest occupied orbital energy (alpha / beta) = -11.12 / -11.13 eV

natural (NBO) population analysis, charges in e, atoms 1 to 6:
1 P 2.116
2 O -0.539
3 O -0.909
4 O -0.954
5 C -0.279
6 H 0.203

---

Result of the stability comparison: #i is the most stable of them.

---

#i
This record from the OMol25 dataset describes a 2-piece molecular cluster, C29H27N2OPS overall. The level of theory is ωB97M-V with the def2-TZVPD basis set.

The geometry in XYZ format:
```
61
Properties=species:S:1:pos:R:3
S -0.086 1.303 2.837
P 6.110 2.685 3.905
O 5.428 3.542 2.895
N 5.680 1.056 3.899
N 4.335 -2.571 -2.534
C 4.588 0.565 4.359
C 9.895 4.172 3.816
C 5.028 -3.161 4.080
C 1.420 -0.596 0.822
C -0.862 2.910 3.272
C 3.159 -2.724 5.559
C 8.717 1.637 3.603
C 4.853 4.252 5.832
C 1.070 1.735 1.656
C 3.745 -1.852 -1.826
C 5.141 3.986 8.224
C 10.111 1.777 3.550
C 4.369 -0.868 4.539
C 3.247 0.433 -1.040
C 5.799 3.249 5.608
C 5.227 -1.787 3.913
C 2.117 -1.447 -0.016
C 4.519 4.614 7.140
C 7.911 2.766 3.786
C 3.974 -3.633 4.877
C 3.363 -1.353 5.410
C 10.702 3.038 3.654
C 6.107 3.002 7.996
C 2.587 1.307 -0.199
C 8.504 4.035 3.867
C 3.045 -0.959 -0.955
C 1.671 0.809 0.784
C 6.448 2.644 6.689
C 0.976 0.935 4.294
H 8.261 0.654 3.511
H 3.771 5.389 7.307
H 7.219 1.894 6.517
H 0.328 0.852 5.181
H 4.381 4.748 4.984
H 1.737 1.717 4.431
H 0.661 -0.994 1.499
H 1.936 -2.520 0.024
H 2.365 -3.088 6.214
H 3.819 -4.706 5.007
H 3.781 1.203 4.744
H -0.125 3.714 3.354
H 2.750 -0.636 5.957
H 6.034 -1.392 3.291
H 11.787 3.151 3.595
H 3.936 0.807 -1.796
H -1.403 2.774 4.221
H -1.573 3.122 2.464
H 10.735 0.892 3.414
H 2.739 2.385 -0.259
H 6.605 2.511 8.831
H 10.344 5.164 3.890
H 1.213 2.808 1.501
H 7.878 4.920 3.979
H 4.882 4.271 9.242
H 1.461 -0.031 4.091
H 5.697 -3.864 3.587
```

Computed properties:
highest occupied orbital energy = -6.55 eV

natural (NBO) population analysis, charges in e, atoms 1 to 6:
1 S 0.871
2 P 2.046
3 O -1.077
4 N -0.803
5 N -0.363
6 C 0.197

---

#ii
This record from the OMol25 dataset describes a 2-piece molecular cluster, C29H27N2OPS overall. The level of theory is ωB97M-V with the def2-TZVPD basis set.

The geometry in XYZ format:
```
61
Properties=species:S:1:pos:R:3
S 1.773 0.504 -3.555
P 0.200 -1.672 1.220
O 0.326 -2.723 0.165
N -0.405 -0.206 0.626
N -5.986 0.393 -4.017
C -3.454 0.125 -3.474
C 0.622 -0.245 -2.540
C -1.965 -1.204 2.943
C -1.807 2.144 -0.074
C 0.384 3.160 -0.435
C -2.723 -1.464 4.089
C -1.230 1.053 -3.510
C -1.417 -3.466 4.502
C 2.995 -0.172 3.818
C -2.394 3.411 -0.087
C 1.786 -0.437 3.174
C 4.147 -1.590 2.226
C -2.973 -1.068 -2.905
C 1.755 -1.283 2.061
C -0.911 -2.054 2.592
C -0.653 -3.204 3.360
C -1.586 4.548 -0.274
C -2.451 -2.591 4.872
C -4.843 0.245 -3.787
C -0.199 4.421 -0.428
C 2.938 -1.857 1.583
C 2.791 1.422 -2.361
C 0.190 0.696 -0.065
C -0.410 2.017 -0.230
C 2.932 -0.859 -3.931
C -0.741 -0.124 -2.886
C -2.581 1.194 -3.740
C 4.181 -0.747 3.343
C -1.637 -1.182 -2.581
H 3.734 1.659 -2.868
H -0.527 1.843 -3.785
H 0.155 -3.878 3.076
H 2.718 -1.127 -4.971
H -3.653 -1.909 -2.739
H 0.974 -1.119 -1.980
H -1.214 -2.088 -2.125
H -2.036 5.542 -0.279
H 0.424 5.307 -0.550
H 3.951 -0.470 -3.819
H 5.064 -2.043 1.850
H -2.397 1.235 0.085
H 1.465 3.063 -0.533
H -3.527 -0.769 4.351
H 0.868 0.003 3.559
H -1.206 -4.355 5.098
H -3.034 -2.784 5.773
H 2.963 0.797 -1.479
H 1.230 0.557 -0.418
H 2.913 -2.526 0.725
H -2.970 2.118 -4.172
H 2.996 0.484 4.689
H 2.239 2.336 -2.123
H 5.126 -0.530 3.846
H 2.744 -1.714 -3.276
H -3.476 3.505 0.040
H -2.177 -0.325 2.334
```

Computed properties:
highest occupied orbital energy = -6.80 eV

natural (NBO) population analysis, charges in e, atoms 1 to 6:
1 S 0.885
2 P 2.063
3 O -1.092
4 N -0.852
5 N -0.358
6 C -0.269

---

Result of the stability comparison: #ii is the most stable of them.